[1]
ORCA calculation (ωB97M-V/def2-TZVPD) on C16H14BrCeN4O4S4 as an isolated structure at a distorted geometry.

The geometry in ORCA input format:
```
! RIJCOSX wB97M-V def2-TZVPD def2/J DEFGRID3
* xyz 0 2
Ce -0.2149 -0.1305 0.0994
O 4.7993 3.2990 -0.4711
C 5.2336 2.0765 -0.2523
O 6.4041 1.7880 -0.2248
C 4.2024 1.0160 -0.0366
C 4.5185 -0.2633 0.3693
N 3.3696 -0.9409 0.4816
N 2.3105 -0.1871 0.1908
C 2.7941 1.0119 -0.1284
C 1.8109 2.0900 -0.5326
O 2.1881 3.2550 -0.5290
O 0.6430 1.6641 -0.8357
H 3.8088 3.3487 -0.5382
H 5.4846 -0.7007 0.5580
H 3.2267 -1.8953 0.7663
S -0.3989 -0.6260 2.7637
S -2.3027 -1.2520 2.2294
S -2.1626 -2.7922 0.8576
S -1.9356 -1.9795 -1.0274
C -5.7472 3.9187 -0.1753
C -4.5414 3.0369 -0.0628
C -3.7852 2.9804 1.1028
C -2.6738 2.1619 1.1587
N -2.2761 1.4012 0.1373
C -3.0005 1.4515 -0.9861
C -4.1205 2.2440 -1.1267
H -6.0578 4.2890 0.7997
H -6.5794 3.3812 -0.6299
H -5.5280 4.7794 -0.8101
H -4.0643 3.5642 1.9697
H -2.0824 2.0988 2.0652
H -2.6757 0.8151 -1.8001
H -4.6687 2.2335 -2.0598
Br 1.7819 -7.2027 -0.7055
C 1.4570 -5.3610 -0.4452
C 1.5355 -4.4881 -1.5214
C 1.2893 -3.1517 -1.2860
N 0.9926 -2.6548 -0.0810
C 0.9310 -3.5106 0.9428
C 1.1536 -4.8744 0.8109
H 1.7728 -4.8432 -2.5136
H 1.3225 -2.4380 -2.1013
H 0.7100 -3.0826 1.9124
H 1.0753 -5.5305 1.6654
*
```

Results
* gap between HOMO and LUMO (alpha / beta): 7.5 / 7.5 eV

[2]
ORCA calculation (ωB97M-V/def2-TZVPD) on an isolated molecule of C16H14ClFN2O2.

The geometry in ORCA input format:
```
! RIJCOSX wB97M-V def2-TZVPD def2/J DEFGRID3
* xyz 0 1
O 0.0040 -3.0251 1.3478
C -0.2511 -2.6681 0.2186
N 0.5668 -1.9027 -0.5524
C 1.7582 -1.2865 -0.1615
C 2.5039 -1.7088 0.9361
C 3.6772 -1.0546 1.2612
C 4.1104 0.0139 0.4988
C 3.3743 0.4455 -0.5991
C 2.2014 -0.2087 -0.9279
H 1.6172 0.1329 -1.7688
Cl 3.9117 1.7870 -1.5403
F 5.2557 0.6386 0.8319
H 4.2683 -1.3666 2.1073
H 2.1591 -2.5350 1.5339
H 0.2032 -1.5492 -1.4312
C -1.5545 -3.0889 -0.4577
H -2.2050 -3.4512 0.3407
H -1.3379 -3.9330 -1.1159
C -2.2616 -1.9904 -1.2627
N -2.2438 -0.7127 -0.5884
C -1.4548 0.3028 -1.0090
O -0.7709 0.2074 -2.0178
C -1.4728 1.5265 -0.1691
C -1.5616 1.4657 1.2187
C -1.5315 2.6312 1.9629
C -1.4171 3.8593 1.3320
C -1.3117 3.9231 -0.0479
C -1.3291 2.7610 -0.7955
H -1.2351 2.7892 -1.8705
H -1.2091 4.8787 -0.5397
H -1.3987 4.7659 1.9182
H -1.5923 2.5804 3.0398
H -1.6153 0.5119 1.7248
H -2.7802 -0.6140 0.2580
H -1.7790 -1.8353 -2.2316
H -3.2984 -2.2899 -1.4438
*
```

Results
* SMILES string: O=C(CCNC(=O)c1ccccc1)Nc1ccc(F)c(Cl)c1
* gap between HOMO and LUMO: 9.0 eV

[3]
ORCA calculation (ωB97M-V/def2-TZVPD) on C16H14ClIrN3O2S5Sb as an isolated structure at a distorted geometry.

The geometry in ORCA input format:
```
! RIJCOSX wB97M-V def2-TZVPD def2/J DEFGRID3
* xyz -1 2
Ir 0.0763 -0.2178 0.0395
S -1.4921 -1.6204 4.4055
Sb -0.3794 -2.4753 2.5971
S 1.2328 -0.6542 2.0639
S -1.7190 -1.6420 0.6784
N 2.4209 2.2152 -7.6430
C 1.9113 2.0850 -6.3586
C 1.2501 3.1492 -5.7419
C 0.6988 3.0035 -4.4811
C 0.8015 1.7899 -3.8262
C 1.4476 0.7195 -4.4295
C 1.9963 0.8608 -5.6866
S 0.2102 1.5040 -2.1838
O -0.6756 0.3405 -2.2443
O 1.4054 1.2590 -1.3710
N -0.5638 2.8249 -1.7688
C -1.0676 2.7782 -0.5323
S -2.0573 4.1093 0.0429
C -2.2393 3.2954 1.5710
C -1.5758 2.1262 1.5531
N -0.9222 1.8343 0.3782
H 2.6320 3.1528 -7.9396
H 3.1118 1.5354 -7.9116
H 1.1772 4.0988 -6.2579
H 0.1914 3.8243 -3.9938
H 1.5232 -0.2196 -3.8969
H 2.5040 0.0280 -6.1572
H -2.8148 3.7348 2.3652
H -1.5198 1.4221 2.3707
Cl 0.7170 -7.4481 0.8068
C 0.8676 -5.7996 0.2699
C -0.1184 -5.2480 -0.5357
C 0.0273 -3.9564 -0.9956
C 1.1448 -3.1693 -0.6608
C 1.2849 -1.8222 -1.1619
C 2.0976 -3.7491 0.1943
C 1.9759 -5.0548 0.6346
H -0.9875 -5.8337 -0.8023
H -0.7395 -3.5191 -1.6212
H 0.7603 -1.6034 -2.0861
H 2.2683 -1.3712 -1.0818
H 2.9621 -3.1645 0.4843
H 2.7428 -5.5002 1.2540
*
```

Results
* energy above the lowest of the compared OMol25 structures with the same formula, charge and spin: 1.219 eV
* gap between HOMO and LUMO (alpha / beta): 6.6 / 4.7 eV

[4]
ORCA calculation (ωB97M-V/def2-TZVPD) on C16H14ClN3O3Ru as an isolated structure.

The geometry in ORCA input format:
```
! RIJCOSX wB97M-V def2-TZVPD def2/J DEFGRID3
* xyz 2 1
Ru 0.5599 -1.0209 0.7362
C 1.8429 3.0477 0.1618
C 1.7066 1.5798 0.2674
N 0.5733 0.9433 0.3719
N -0.6255 1.5752 0.3350
C -1.5911 0.6825 0.3649
O -1.2674 -0.6127 0.4388
C -2.9921 1.0253 0.2335
C -3.3604 2.3555 0.0271
C -4.7046 2.6774 -0.0912
C -5.6730 1.6789 -0.0014
C -5.3078 0.3573 0.2080
C -3.9664 0.0224 0.3275
C 2.8383 0.6524 0.2138
C 4.1480 1.0285 0.0046
C 5.1126 0.0389 -0.1534
C 4.7372 -1.2943 -0.1207
C 3.4081 -1.6170 0.0888
N 2.4863 -0.6666 0.2898
H 0.8711 3.5289 0.1879
H 2.3503 3.3045 -0.7713
H 2.4580 3.4219 0.9840
H -2.6025 3.1229 -0.0430
H -5.0000 3.7042 -0.2563
H -6.7191 1.9382 -0.0933
H -6.0653 -0.4101 0.2827
H -3.6741 -1.0050 0.4939
H 4.4083 2.0759 -0.0547
H 6.1468 0.3105 -0.3184
H 5.4614 -2.0865 -0.2478
H 3.0730 -2.6440 0.1290
Cl 0.7666 -4.7124 -2.3612
C 0.0458 -4.5680 -0.7628
C 0.3079 -3.2312 -0.1706
O 0.5300 -2.1738 -0.8629
O 0.3192 -3.0037 1.0854
H 0.4348 -5.3303 -0.0899
H -1.0371 -4.6956 -0.8332
*
```

Results
* energy above the lowest of the compared OMol25 structures with the same formula, charge and spin: 0.000 eV
* gap between HOMO and LUMO (alpha / beta): 4.5 / 4.5 eV

[5]
ORCA calculation (ωB97M-V/def2-TZVPD) on C16H14F6HfN2P2SSe2 as an isolated structure.

The geometry in ORCA input format:
```
! RIJCOSX wB97M-V def2-TZVPD def2/J DEFGRID3
* xyz 3 2
Hf -2.1462 -1.0351 -0.2734
Se 0.4423 -0.8755 0.1278
P 0.0480 1.2643 0.2594
Se -2.0633 1.5165 0.6331
C 0.7014 2.2448 -1.0720
C -0.1283 3.0641 -1.8413
C 0.4247 3.8293 -2.8550
C 1.7935 3.7806 -3.0939
C 2.6207 2.9643 -2.3266
C 2.0818 2.1926 -1.3163
C 0.8741 1.9872 1.7179
C 0.6673 3.4154 1.8778
C 1.2630 4.1270 2.9090
C 2.0569 3.4444 3.8012
C 2.2645 2.0349 3.6496
C 1.6674 1.3170 2.6106
H -1.1952 3.1006 -1.6604
H -0.2109 4.4615 -3.4591
H 2.2208 4.3808 -3.8858
H 3.6828 2.9306 -2.5253
H 2.7328 1.5473 -0.7361
H 0.0238 3.9225 1.1666
H 1.0982 5.1904 3.0147
H 2.5360 3.9449 4.6330
H 2.9069 1.5417 4.3686
H 1.8382 0.2518 2.5219
F -2.6559 -0.5109 -1.9971
P -5.5814 -1.3451 -0.1490
F -6.1394 -1.7629 1.1789
F -5.1446 0.0950 -0.3308
F -6.8602 -1.2950 -0.9602
F -4.8303 -2.3584 -0.9953
F -3.8802 -1.4184 0.8634
S -1.8706 -3.4752 -1.0508
C -0.4055 -4.3223 -0.6425
N -0.2463 -5.5130 -1.2806
C 0.8103 -6.3158 -1.0540
C 1.7605 -5.9070 -0.1530
C 1.5580 -4.6709 0.4494
N 0.4989 -3.8939 0.2108
H -0.9580 -5.8026 -1.9458
H 0.8367 -7.2430 -1.6111
H 2.6231 -6.5182 0.0652
H 2.2835 -4.2863 1.1564
*
```

Results
* energy above the lowest of the compared OMol25 structures with the same formula, charge and spin: 0.000 eV
* gap between HOMO and LUMO (alpha / beta): 8.0 / 4.5 eV

[6]
ORCA calculation (ωB97M-V/def2-TZVPD) on C16H14F6N2O4S as an isolated structure at a distorted geometry.

The geometry in ORCA input format:
```
! RIJCOSX wB97M-V def2-TZVPD def2/J DEFGRID3
* xyz 0 1
O 0.8695 2.4692 -2.0289
S -0.1194 2.2609 -1.2040
O -0.7169 3.5100 -0.6330
N -1.4369 1.3621 -1.9572
H -2.1522 1.8280 -2.4961
C -1.0877 0.2056 -2.7057
C -0.9882 -1.0548 -1.7162
N 0.2862 -1.4395 -1.8778
C 0.4045 -2.4784 -1.0518
C -0.5419 -3.1161 -0.2461
C -1.9050 -2.3191 -0.3565
C -2.1165 -1.3342 -1.3154
H -2.9525 -1.1475 -1.4658
H -2.6685 -2.8506 0.1927
H -0.4178 -3.9351 0.2774
H 1.3917 -2.9323 -0.7693
H -0.0235 0.3690 -3.1470
H -1.7939 0.0492 -3.4706
C 0.3936 1.2239 -0.0152
C 1.5804 0.7734 0.1375
C 2.0228 -0.2082 0.8530
C 1.0660 -0.5953 2.0583
C -0.1428 -0.1717 1.9870
C -0.6711 0.6693 1.1574
O -1.8951 1.2251 0.6291
C -2.7709 0.5658 1.7421
C -4.2029 0.8617 1.2660
F -4.3023 2.5276 1.3027
F -5.2734 0.4850 2.1372
F -4.4347 0.6374 0.0820
H -2.6969 1.0097 2.7314
H -2.9167 -0.5811 1.6093
H -0.7551 -0.6467 2.7131
H 1.5296 -1.5290 2.6029
O 3.2991 -0.7997 0.9932
C 4.3495 -0.0921 0.1258
C 5.0582 0.9685 0.4216
F 4.2088 2.0118 1.0800
F 5.9276 1.4124 -0.2826
F 5.5666 0.8617 1.8347
H 5.1372 -1.1687 0.1931
H 3.7699 -0.0211 -0.6727
H 2.1218 1.1340 -0.7155
*
```

Results
* energy above the lowest of the compared OMol25 structures with the same formula, charge and spin: 18.239 eV
* gap between HOMO and LUMO: 7.8 eV

[7]
ORCA calculation (ωB97M-V/def2-TZVPD) on an isolated ion of composition C16H14N5O5 and charge -1 at a distorted geometry.

The geometry in ORCA input format:
```
! RIJCOSX wB97M-V def2-TZVPD def2/J DEFGRID3
* xyz -1 1
C -1.8420 3.6601 -2.2613
C -1.9592 2.1662 -2.1977
O -1.0358 1.7165 -1.1557
C -1.3144 0.5054 -0.6848
C -0.1686 -0.1401 0.0420
C -0.6566 -1.1005 1.1775
C -0.4293 -0.9992 2.6834
C -0.0254 0.1526 3.3788
C 0.2696 0.0984 4.7500
C 0.1493 -1.1100 5.4484
C -0.2725 -2.2717 4.7794
C -0.5879 -2.1945 3.4235
O -1.2633 -2.1092 0.8150
O -2.3749 -0.0986 -0.8778
H -2.2945 3.9904 -3.1961
H -2.4053 4.0871 -1.4298
H -0.8065 4.0012 -2.2079
H -2.9532 1.8256 -1.8809
H -1.6876 1.6940 -3.1609
H 0.5175 0.5992 0.5097
H 0.0485 1.0749 2.8167
H 0.5731 1.0102 5.2754
H 0.3660 -1.1538 6.5180
H -0.3885 -3.2247 5.3020
H -0.9337 -3.0834 2.8944
O 1.9654 -1.5258 0.9495
N 2.6396 -0.8079 0.1480
C 1.9761 -0.4718 -1.0522
C 0.5738 -0.9096 -1.0226
N 0.0999 -0.8113 -2.4389
N -0.9035 -1.6030 -2.9701
N -0.8946 -1.4003 -4.2580
N 0.1464 -0.6244 -4.6436
C 0.8238 -0.3592 -3.5021
C 2.0680 0.2978 -3.3346
C 2.6269 0.1787 -2.0843
O 3.8106 -0.4581 0.3799
H 0.3857 -1.9750 -0.8730
H 2.5523 0.7611 -4.1940
H 3.6048 0.6125 -1.8652
*
```

Results
* gap between HOMO and LUMO: 6.9 eV

[8]
ORCA calculation (ωB97M-V/def2-TZVPD) on C16H14N6RuS3 as an isolated structure at a distorted geometry.

The geometry in ORCA input format:
```
! RIJCOSX wB97M-V def2-TZVPD def2/J DEFGRID3
* xyz 1 2
Ru 0.6954 0.0675 -1.5396
C -3.8338 2.9881 0.6221
C -4.1240 1.6703 0.9641
C -3.2796 0.6473 0.5813
C -2.1306 0.9494 -0.1517
C -1.8394 2.2611 -0.4971
C -2.6937 3.2817 -0.1083
N -1.2174 -0.0833 -0.5731
N -1.6024 -1.2316 -0.2625
C -0.7580 -2.2797 -0.6705
C -1.1455 -3.5729 -0.3740
C -0.3436 -4.6132 -0.8140
C 0.8010 -4.3185 -1.5394
C 1.1208 -2.9955 -1.7899
N 0.3596 -1.9874 -1.3526
H -4.5030 3.7833 0.9224
H -5.0165 1.4413 1.5299
H -3.4990 -0.3763 0.8424
H -0.9597 2.4887 -1.0766
H -2.4692 4.3022 -0.3870
H -2.0597 -3.7349 0.1780
H -0.6128 -5.6388 -0.6024
H 1.4463 -5.1004 -1.9129
H 1.9996 -2.7252 -2.3611
S 3.8650 2.6641 -3.2858
C 2.6635 1.6863 -2.8909
S 2.6296 -0.0654 -2.7965
S 1.0505 2.1655 -2.3232
N 1.5860 2.2097 3.2114
C 1.9203 1.2456 2.3297
C 1.2468 1.1204 1.0994
N 1.5953 0.1692 0.2389
C 2.5929 -0.6727 0.5642
C 3.2199 -0.5303 1.7871
N 2.8993 0.4070 2.6649
H 0.9184 2.9241 2.9888
H 2.1231 2.2875 4.0575
H 0.4446 1.7866 0.8194
H 2.8868 -1.4181 -0.1538
H 4.0230 -1.2028 2.0614
*
```

Results
* gap between HOMO and LUMO (alpha / beta): 6.3 / 6.0 eV